No. 1
19
Properties=species:S:1:pos:R:3:forces:R:3 method="wB97M-V/def2-TZVPD" total_charge=+1 homo_energy_ev=-13.5 homo_lumo_gap_ev=9.97 total_energy_ha=-620.705913 de_lowest_kj_mol=30.5
C 0.082258 -0.557334 -0.478491 -1.108 -0.818 3.498
H -0.012599 0.991980 -1.667943 -0.588 0.302 -0.245
H 0.562540 -2.056608 -2.010574 0.097 1.298 0.398
H -2.170112 -0.637863 1.716332 -2.376 -2.087 -0.864
C 1.039491 -1.420090 -1.208203 -0.510 1.944 -3.269
H 1.825297 -0.723328 -1.634505 -0.808 -1.139 0.150
H -0.121084 -1.907369 1.130267 0.387 1.361 -0.899
N -1.558242 1.154075 1.212244 0.495 0.034 -0.781
N -0.464945 0.583810 -0.863562 0.828 -2.025 -0.832
I 2.697594 1.236152 0.493048 0.409 0.301 0.327
H -1.009961 -0.261919 2.716775 1.215 0.540 0.738
N -0.218894 -0.916048 0.802620 -1.549 -1.026 0.333
H -2.621922 0.486452 -0.477901 1.361 0.952 -0.086
H 3.388150 0.531788 1.765887 -0.037 0.034 -0.091
H -0.849768 1.843968 1.391853 0.389 0.060 0.669
C -1.708077 1.125466 -0.228925 0.184 -0.962 -0.312
H -1.631852 2.063635 -0.760212 -1.429 0.786 0.760
C -1.254679 -0.188726 1.684910 1.782 1.746 -1.594
H 1.485874 -2.157649 -0.656503 1.259 -1.302 2.100

---

No. 2
57
Properties=species:S:1:pos:R:3:forces:R:3 method="wB97M-V/def2-TZVPD" multiplicity=4 total_charge=+2 homo_energy_ev="-12.8 / -12.8" homo_lumo_gap_ev="5.01 / 5.78" total_energy_ha=-2798.770261
H -1.570913 -3.288109 -2.417345 -1.663 0.422 -0.074
H -0.701285 2.089475 3.329590 -0.092 -0.218 -0.129
H 3.460215 2.534275 2.839608 0.297 0.043 -0.077
C -0.766588 -0.839056 3.578503 0.292 -0.221 -0.677
H -3.453182 0.060080 2.950442 0.468 0.158 0.081
H 1.873533 1.618126 -2.702485 -0.065 0.118 -0.153
C -2.843319 -2.432463 -0.823650 -0.267 0.593 -0.106
C -3.311062 -1.173307 -0.277546 -0.661 -0.517 -1.124
C -2.997015 0.070368 1.954807 -1.491 -0.993 -1.327
C 3.035797 0.751880 0.831648 -1.576 -1.235 -1.191
C -0.639863 1.797533 2.276651 0.073 -0.677 -0.458
C -3.882847 -2.334448 1.801822 0.700 0.221 -0.734
C -2.468843 1.113340 -2.960706 -0.997 0.621 0.428
C 0.317313 3.241482 -0.659786 0.188 0.137 0.568
H -1.352794 -0.475672 4.435061 0.079 0.064 -0.444
H -1.277664 2.452202 1.677453 0.146 -0.091 0.102
H 0.301441 -0.706493 3.787397 -0.207 -0.109 -0.011
H 4.016802 3.241920 1.312516 0.164 -0.101 0.205
N -3.659883 -0.110375 -1.082769 4.895 0.432 1.032
C -2.383004 -1.334124 -4.286467 0.861 0.755 -0.929
C 4.286938 1.088080 1.441863 1.034 0.383 0.596
H 0.396842 1.866666 1.937221 -0.127 0.152 0.071
H 0.475302 4.041477 -1.408525 -0.149 -0.535 0.276
H -0.210696 -1.441176 -1.160131 -2.563 -1.537 -1.264
H 0.719545 2.767478 -3.453922 -0.021 -0.193 0.189
C 4.249046 2.491609 2.077806 -0.285 0.219 -0.028
C -3.818601 -3.557373 1.067978 -0.845 -1.172 0.632
H -4.224614 -4.471878 1.541379 0.364 0.648 -0.392
H -3.331946 0.955047 1.415644 0.082 0.177 -0.017
C 0.825516 1.788667 -2.972469 0.059 -0.558 0.202
P -1.203497 0.061167 2.047826 0.556 0.609 1.134
H -4.254035 -2.296988 2.821981 0.380 -0.209 0.047
C -2.564632 -0.159838 -5.002784 -0.195 -1.430 0.141
H -1.723658 3.146447 -2.791902 0.295 -0.127 0.183
H -2.563996 2.028445 -4.908987 0.488 -0.576 0.343
C -3.221089 -3.616438 -0.152903 0.842 -1.293 0.372
H -2.501663 2.503059 -1.328682 -0.162 0.220 0.364
C -2.885349 -0.079767 -2.248830 -0.941 -1.348 0.623
Mn 0.931325 -0.885546 -0.589075 0.908 1.572 -0.102
N 2.078300 0.347031 0.304743 2.934 1.603 1.947
H 0.522691 1.003573 -3.669999 0.038 0.092 -0.036
H 1.257165 3.094908 -0.104559 -0.229 0.141 -0.193
H 5.212832 2.735283 2.537835 -0.280 -0.135 -0.142
H 5.066720 1.045797 0.653196 -0.377 -0.137 0.427
H -2.657619 -0.202216 -6.077507 0.017 0.074 -0.053
C -2.427401 -1.297018 -2.865521 -0.492 -0.381 -0.001
H 4.499193 0.321444 2.219426 -0.041 0.338 -0.572
H -0.511918 -0.542886 0.852674 -1.317 0.599 1.454
C -1.861790 2.259590 -2.165059 -0.610 -1.220 0.003
C -3.440758 -1.192214 1.187422 -0.775 0.885 -0.527
H -0.983820 -1.899595 3.412529 0.060 0.102 0.170
C -2.282551 -2.472511 -2.101850 0.317 0.806 -0.039
H -3.004302 -4.581994 -0.677630 -0.394 0.901 0.712
C -2.544674 1.088024 -4.330468 0.389 0.148 0.114
H -0.440791 3.588653 0.060286 0.276 -0.076 -0.332
P -0.197929 1.653119 -1.442105 -0.224 1.115 -1.316
H -2.212235 -2.318796 -4.752927 -0.153 0.741 0.032